Density functional theory data (wB97M-V/def2-TZVPD) for a molecular structure, C6H8N2 in a non-equilibrium geometry.

Summary:
- ΔE to the lowest compared entry with this formula, charge and spin: 369.9 kJ/mol
- Highest occupied orbital energy: -7.48 eV

Last column: Löwdin charge in e.
Cartesian coordinates (Å):
C 0.4382 0.1501 -1.1887  -0.3206
C 1.1980 -0.9846 -0.9048  -0.1030
C 0.8147 -1.7280 0.3354  -0.0166
C -0.2431 -0.8371 0.7458  -0.2693
C -1.1217 -0.1852 1.8067  -0.0994
C -1.1122 0.9526 0.8537  -0.1662
H 1.5991 1.4436 -2.3647  0.1088
H 0.1397 1.3144 -2.7977  0.0950
H 2.1263 -1.3145 -1.5389  0.1167
H 1.1758 -2.7835 0.6949  0.1195
H -0.4231 -0.0356 2.7306  0.1479
H -2.1237 -0.6781 1.8781  0.1221
H -0.4542 1.7655 1.2634  0.1403
H -1.9783 1.3857 0.5715  0.0711
N 0.6313 1.4720 -1.8399  0.0347
N -0.6667 0.0626 -0.2453  0.0190

***

Density functional theory data (wB97M-V/def2-TZVPD) for 2 unconnected molecules or ions with the total composition C6H8N2 in a non-equilibrium geometry.

Summary:
- ΔE to the lowest compared entry with this formula, charge and spin: 279.6 kJ/mol
- Highest occupied orbital energy: -8.62 eV
- SMILES string: c1c[nH]cn1.C#CC

Last column: Löwdin charge in e.
Cartesian coordinates (Å):
C 1.8337 0.9690 0.5508  -0.1329
C 0.9248 0.2247 -0.2830  -0.0285
N 1.8327 -0.6901 -0.8461  0.0088
C 3.0629 -0.6134 -0.3230  -0.1968
N 3.0537 0.3906 0.5508  0.0242
H 1.5998 1.7540 1.1053  0.0420
H -0.0243 0.3334 -0.6100  0.0345
H 1.5229 -1.5126 -1.3081  0.1290
H 3.9016 -1.2048 -0.6080  0.1088
C -2.1262 1.1685 1.5212  0.1057
C -2.4034 0.4271 0.5972  -0.2207
C -2.6989 -0.4917 -0.4523  -0.1410
H -2.0749 1.6262 2.4822  0.0258
H -2.8275 -0.0437 -1.3881  0.0508
H -1.8944 -1.2045 -0.5664  0.0637
H -3.6825 -1.1327 -0.4224  0.1265

***

Density functional theory data (wB97M-V/def2-TZVPD) for a single C6H8N2 molecule in a non-equilibrium geometry.

Summary:
- ΔE to the lowest compared entry with this formula, charge and spin: 232.9 kJ/mol
- Highest occupied orbital energy: -8.26 eV
- SMILES string: N[C@H]1Cc2c[nH]cc21

Last column: Löwdin charge in e.
Cartesian coordinates (Å):
N 0.5393 1.7655 -1.7110  -0.0002
C -0.4845 1.1477 -0.8896  -0.3099
C -0.8778 -0.3186 -1.4555  -0.0461
C -0.3887 -0.8280 -0.1802  -0.2064
C -0.1345 -1.7065 0.8222  -0.0738
N 0.5460 -1.0676 1.8276  0.0260
C 0.5855 0.2548 1.5382  -0.0968
C 0.0312 0.4171 0.3225  -0.1865
H 1.0341 2.5005 -1.1047  0.0997
H 1.3142 1.0500 -1.8640  0.0998
H -1.3677 1.7538 -0.7140  0.1318
H -1.9340 -0.2957 -1.5369  0.0940
H -0.2891 -0.5571 -2.3237  0.1052
H -0.1861 -2.7934 0.7207  0.1128
H 0.7747 -1.3780 2.7132  0.1175
H 0.6692 1.0355 2.3480  0.1327

***

Density functional theory data (wB97M-V/def2-TZVPD) for a molecular structure, C6H8N2 in a non-equilibrium geometry.

Summary:
- ΔE to the lowest compared entry with this formula, charge and spin: 1723.0 kJ/mol
- Highest occupied orbital energy: -7.76 eV

Last column: Löwdin charge in e.
Cartesian coordinates (Å):
C 1.9198 -0.1592 -0.1169  -0.0769
C 0.7661 -1.2121 -0.2774  -0.0566
C -0.0917 -0.4584 0.4057  -0.5601
C 0.0362 0.7770 -0.4419  -0.7103
C -0.7791 1.5113 0.2164  0.1279
C -1.9295 0.1124 -0.2682  -0.0649
H 2.0129 -0.4278 1.0594  0.1531
H 2.9629 -0.2430 -0.7866  0.1362
H 1.0633 -2.1011 0.2016  0.1181
H -0.0346 -0.6381 1.4349  0.1598
H -0.1589 0.7834 -1.5622  0.2226
H -0.8621 1.5988 1.2761  0.0967
H -2.2831 0.1959 -1.2529  0.0738
H -2.7005 -0.0328 0.4902  0.1180
N -1.1161 -1.1472 -0.2072  0.1103
N 1.1944 1.4410 -0.1710  0.1524

***

Among the records above, which one has the lowest ΔE to the lowest compared entry with this formula, charge and spin? number 3

***

Which of these has the highest ΔE to the lowest compared entry with this formula, charge and spin? number 4